A | Computed, not measured: a 3-piece molecular cluster, C6H14O overall, with ωB97M-V/def2-TZVPD.

XYZ file:
```
21
Properties=species:S:1:pos:R:3:lowdin_charge:R:1
C 1.701 -0.384 -1.405 -0.34
O 2.249 -1.130 -2.286 -0.09
C 0.906 -0.751 -0.275 -0.08
C -0.009 0.218 0.320 -0.42
C -0.039 0.672 1.762 -0.09
C -1.637 0.021 0.012 -0.13
C -2.443 1.441 0.243 -0.11
H 0.768 -1.799 0.006 0.13
H 2.030 0.710 -1.342 0.11
H 3.933 -4.419 -1.300 0.00
H 0.190 2.077 -0.510 0.25
H 3.932 -4.984 -1.784 0.00
H 0.121 1.206 -0.410 0.04
H -0.546 0.047 2.567 0.12
H -0.662 1.600 1.699 0.06
H 1.046 1.003 1.986 0.12
H -1.936 -0.891 0.733 0.15
H -1.804 -0.371 -1.047 0.12
H -1.651 2.192 0.027 0.03
H -2.707 1.865 1.229 0.06
H -3.442 1.679 -0.223 0.08
```

Properties
- Molar mass: 102.177 u
- E_LUMO: -0.082 Eh

B | Computed, not measured: an isolated molecule of C6H14O, with ωB97M-V/def2-TZVPD.

XYZ file:
```
21
Properties=species:S:1:pos:R:3:lowdin_charge:R:1
C -1.444 -0.830 -1.056 -0.09
C -1.158 -0.357 0.370 -0.43
C -2.305 0.525 0.871 -0.09
C 0.169 0.411 0.510 -0.15
C 1.328 -0.071 -0.352 -0.47
C 2.596 0.730 -0.078 -0.06
O 1.527 -1.452 -0.072 -0.04
H -2.429 -1.309 -1.106 0.08
H -0.696 -1.558 -1.384 0.07
H -1.449 0.011 -1.762 0.08
H -1.097 -1.250 1.005 0.13
H -3.256 -0.018 0.876 0.07
H -2.423 1.396 0.212 0.08
H -2.119 0.899 1.885 0.08
H 0.487 0.384 1.562 0.13
H 0.001 1.470 0.263 0.12
H 1.049 0.055 -1.412 0.14
H 2.911 0.584 0.961 0.09
H 2.431 1.800 -0.246 0.08
H 3.417 0.414 -0.733 0.08
H 2.242 -1.764 -0.642 0.10
```

Properties
- Molar mass: 102.177 u
- E_LUMO: 0.035 Eh
- SMILES string: CC(C)C[C@@H](C)O

C | Computed, not measured: a 2-piece molecular cluster, C6H14O overall, with ωB97M-V/def2-TZVPD.

XYZ file:
```
21
Properties=species:S:1:pos:R:3:lowdin_charge:R:1
C -2.883 0.649 -0.037 -0.12
C -1.746 -0.337 0.217 -0.28
C -0.838 -0.447 -1.009 -0.24
C 0.306 -1.417 -0.857 -0.19
C 1.516 -1.230 -1.385 -0.02
O 2.606 0.046 0.986 -0.13
C 2.500 1.371 0.515 -0.18
H -3.596 0.677 0.791 0.07
H -3.433 0.370 -0.944 0.07
H -2.497 1.665 -0.185 0.07
H -1.162 -0.022 1.090 0.11
H -2.155 -1.328 0.463 0.11
H -1.474 -0.708 -1.870 0.12
H -0.413 0.537 -1.246 0.11
H 0.113 -2.341 -0.306 0.11
H 1.798 -0.430 0.742 0.03
H 2.319 -1.953 -1.273 0.07
H 1.745 -0.352 -1.990 0.07
H 3.440 1.718 0.066 0.08
H 2.257 2.073 1.319 0.07
H 1.723 1.485 -0.244 0.06
```

Properties
- Molar mass: 102.177 u
- E_LUMO: 0.039 Eh
- SMILES string: C=CCCC.CO

Which of them is the most stable, and which is the least stable? B and A, in that order.

A | Computed, not measured: a 2-piece molecular cluster, C6H14O overall, with ωB97M-V/def2-TZVPD.

XYZ file:
```
21
Properties=species:S:1:pos:R:3:lowdin_charge:R:1
C -2.485 -0.183 0.663 -0.22
C -1.123 0.389 0.979 -0.24
C -2.501 -1.660 0.220 -0.21
C 0.000 0.000 0.000 -0.20
C -1.435 -1.929 -0.881 -0.23
C -0.069 -1.487 -0.383 -0.22
H -2.885 0.330 -0.233 0.11
H -3.111 0.113 1.528 0.11
H -0.706 0.080 1.956 0.11
H -1.208 1.492 0.982 0.11
H -3.501 -1.872 -0.204 0.10
H -2.345 -2.346 1.074 0.11
H 0.969 0.295 0.447 0.10
H -0.122 0.568 -0.942 0.11
H -1.834 -1.370 -1.749 0.11
H -1.364 -2.995 -1.172 0.11
H 0.633 -1.741 -1.201 0.11
H 0.109 -2.200 0.446 0.12
O 1.271 1.338 3.154 -0.09
H 0.620 1.782 2.564 0.03
H 2.034 1.959 3.191 0.05
```

Properties
- Molar mass: 102.177 u
- E_LUMO: 0.032 Eh
- SMILES string: C1CCCCC1.O

B | Computed, not measured: a 2-piece molecular cluster, C6H14O overall, with ωB97M-V/def2-TZVPD.

XYZ file:
```
21
Properties=species:S:1:pos:R:3:lowdin_charge:R:1
C -2.346 0.107 0.040 -0.11
C -1.928 -1.083 -0.831 -0.27
C -0.675 -0.796 -1.622 -0.22
C 0.672 -0.546 -0.798 -0.20
C 0.474 -2.109 1.076 -0.02
C 1.115 -1.776 -0.040 -0.17
H -3.353 -0.071 0.424 0.07
H -1.689 0.232 0.899 0.05
H -2.276 1.061 -0.487 0.07
H -2.695 -1.269 -1.572 0.10
H -1.758 -1.935 -0.177 0.09
H -0.386 -1.582 -2.322 0.10
H -0.833 0.110 -2.221 0.10
H 1.346 -0.165 -1.562 0.10
H 0.405 0.230 -0.080 0.10
H -0.182 -1.532 1.719 0.06
H 0.531 -3.120 1.493 0.06
H 1.982 -2.359 -0.300 0.09
H 3.597 6.161 1.737 0.04
H 3.944 4.765 2.180 0.02
O 4.056 5.678 2.445 -0.06
```

Properties
- Molar mass: 102.177 u
- E_LUMO: 0.032 Eh
- SMILES string: C=CCCCC.O

C | Computed, not measured: a 2-piece molecular cluster, C6H14O overall, with ωB97M-V/def2-TZVPD.

XYZ file:
```
21
Properties=species:S:1:pos:R:3:lowdin_charge:R:1
C 1.552 -0.183 -0.279 -0.32
C 2.652 -0.302 0.775 -0.08
C 1.529 1.130 -1.067 -0.09
H 1.649 -1.016 -0.990 0.14
H 0.400 -0.792 -0.020 0.17
H 2.580 -1.245 1.319 0.08
H 0.690 1.158 -1.763 0.08
H 1.435 1.985 -0.396 0.08
H 2.586 0.511 1.501 0.08
H 3.637 -0.252 0.306 0.08
H 2.455 1.248 -1.633 0.08
C -2.876 -1.253 -0.032 -0.05
C -1.910 -0.181 0.395 -0.54
C -2.185 1.131 0.319 0.02
O -0.742 -0.661 0.868 -0.19
H 0.492 -0.006 0.487 0.15
H -2.433 -1.868 -0.821 0.08
H -3.084 -1.917 0.811 0.08
H -3.816 -0.837 -0.397 0.07
H -3.136 1.483 -0.056 0.04
H -1.474 1.867 0.672 0.05
```

Properties
- Molar mass: 102.177 u
- E_LUMO: 0.031 Eh

Which of them is the most stable, and which is the least stable? A and C, in that order.

A | Computed, not measured: a 2-piece molecular cluster, C6H14O overall, with ωB97M-V/def2-TZVPD.

XYZ file:
```
21
Properties=species:S:1:pos:R:3:lowdin_charge:R:1
C 0.709 0.743 2.335 -0.10
C 0.028 0.628 0.914 -0.24
C -1.494 0.493 1.087 -0.23
C -2.136 -0.692 0.329 -0.21
C -1.058 -2.919 0.276 -0.01
C -1.567 -1.937 1.007 -0.19
H 0.943 1.789 2.521 0.06
H 1.582 0.082 2.347 0.07
H 0.026 0.500 3.147 0.05
H 0.277 1.556 0.408 0.09
H 0.574 -0.143 0.356 0.10
H -2.009 1.389 0.689 0.11
H -1.675 0.314 2.142 0.08
H -1.959 -0.676 -0.726 0.10
H -3.233 -0.568 0.456 0.11
H -1.099 -2.949 -0.805 0.06
H -0.591 -3.790 0.743 0.05
H -1.790 -2.016 2.067 0.11
H 3.525 2.024 -5.050 0.04
H 3.741 3.350 -4.570 0.03
O 4.279 2.619 -4.887 -0.07
```

Properties
- Molar mass: 102.177 u
- E_LUMO: 0.032 Eh
- SMILES string: C=CCCCC.O

B | Computed, not measured: a 2-piece molecular cluster, C6H14O overall, with ωB97M-V/def2-TZVPD.

XYZ file:
```
21
Properties=species:S:1:pos:R:3:lowdin_charge:R:1
C 0.596 -1.517 1.083 -0.12
C 0.810 -1.674 -0.421 -0.26
C -0.289 -1.028 -1.270 -0.22
C -0.873 0.325 -0.850 -0.22
C 0.084 2.567 -1.292 -0.01
C 0.188 1.384 -0.714 -0.19
H 1.162 -2.307 1.580 0.07
H 0.867 -0.585 1.561 0.04
H -0.440 -1.729 1.346 0.08
H 0.701 -2.731 -0.613 0.09
H 1.829 -1.438 -0.715 0.10
H 0.156 -0.789 -2.247 0.11
H -1.075 -1.739 -1.501 0.10
H -1.569 0.645 -1.626 0.10
H -1.464 0.249 0.062 0.10
H -0.675 2.870 -2.002 0.05
H 0.840 3.333 -1.202 0.04
H 1.082 1.037 -0.205 0.10
H -0.314 0.533 3.488 0.05
H -1.103 1.653 2.905 0.04
O -0.513 0.940 2.633 -0.06
```

Properties
- Molar mass: 102.177 u
- E_LUMO: 0.026 Eh
- SMILES string: C=CCCCC.O

Which of them is the most stable, and which is the least stable? B and A, in that order.

A | Computed, not measured: an isolated molecule of C6H14O, with ωB97M-V/def2-TZVPD.

XYZ file:
```
21
Properties=species:S:1:pos:R:3:lowdin_charge:R:1
C -0.386 0.180 2.831 -0.12
O 0.355 0.036 1.649 -0.20
C -0.354 -0.599 0.608 -0.21
C 0.125 -0.058 -0.742 -0.60
C -0.595 -0.821 -1.857 -0.06
C -0.222 1.433 -0.821 -0.05
C 1.640 -0.248 -0.864 -0.05
H -0.768 -0.782 3.202 0.09
H -1.239 0.859 2.683 0.09
H 0.279 0.608 3.585 0.09
H -1.437 -0.410 0.709 0.13
H -0.203 -1.691 0.665 0.14
H -0.354 -1.891 -1.827 0.08
H -0.297 -0.437 -2.839 0.09
H -1.684 -0.714 -1.776 0.08
H 0.243 1.977 0.008 0.08
H -1.308 1.583 -0.763 0.09
H 0.129 1.867 -1.764 0.08
H 2.159 0.254 -0.042 0.08
H 2.006 0.167 -1.811 0.09
H 1.910 -1.311 -0.835 0.09
```

Properties
- Molar mass: 102.177 u
- E_LUMO: 0.034 Eh
- SMILES string: COCC(C)(C)C

B | Computed, not measured: C6H14O as an isolated structure, with ωB97M-V/def2-TZVPD.

XYZ file:
```
21
Properties=species:S:1:pos:R:3:lowdin_charge:R:1
C 0.867 -1.713 0.433 -0.33
O 1.099 -2.636 1.177 0.01
C -0.359 -0.944 0.300 -0.06
C -0.270 0.411 -0.068 -0.42
C -1.079 1.355 0.783 -0.05
C -0.263 0.750 -1.564 -0.21
C -0.069 2.223 -1.915 -0.10
H -1.241 -1.214 0.879 0.11
H 1.662 -1.202 -0.157 0.11
H -0.974 -2.383 3.671 0.01
H 1.740 1.207 0.215 0.17
H -0.443 -2.170 4.136 0.01
H 1.163 0.655 0.107 0.06
H -2.143 1.132 0.743 0.10
H -0.942 2.385 0.465 0.07
H -0.803 1.284 1.835 0.09
H -1.211 0.384 -1.944 0.12
H 0.499 0.138 -2.055 0.12
H 0.899 2.578 -1.565 0.07
H -0.873 2.829 -1.533 0.06
H -0.086 2.279 -2.986 0.07
```

Properties
- Molar mass: 102.177 u
- E_LUMO: -0.027 Eh

C | Computed, not measured: an isolated molecule of C6H14O, with ωB97M-V/def2-TZVPD.

XYZ file:
```
21
Properties=species:S:1:pos:R:3:lowdin_charge:R:1
C -1.863 -1.117 -0.832 -0.12
C -2.193 -0.244 0.372 -0.27
C -1.375 1.052 0.448 -0.22
C 0.054 0.889 0.990 -0.17
C 1.144 0.604 -0.048 -0.25
O 1.976 -0.420 0.447 -0.20
C 3.092 -0.654 -0.369 -0.13
H -2.457 -2.043 -0.831 0.07
H -0.806 -1.404 -0.834 0.06
H -2.077 -0.583 -1.769 0.08
H -3.261 0.005 0.334 0.10
H -2.037 -0.810 1.300 0.11
H -1.345 1.511 -0.548 0.11
H -1.913 1.752 1.098 0.10
H 0.073 0.055 1.700 0.11
H 0.335 1.786 1.555 0.11
H 0.713 0.296 -1.015 0.11
H 1.740 1.512 -0.244 0.12
H 2.804 -0.911 -1.401 0.09
H 3.641 -1.498 0.056 0.09
H 3.754 0.225 -0.408 0.09
```

Properties
- Molar mass: 102.177 u
- E_LUMO: 0.042 Eh
- SMILES string: CCCCCOC

Which of them is the most stable, and which is the least stable? A and B, in that order.

A | Computed, not measured: a 3-piece molecular cluster, C6H14O overall, with ωB97M-V/def2-TZVPD.

XYZ file:
```
21
Properties=species:S:1:pos:R:3:lowdin_charge:R:1
C -2.276 0.264 1.765 -0.13
O -1.499 0.350 0.670 -0.19
C -0.211 0.007 0.765 -0.23
C 0.556 0.022 -0.535 -0.60
C 1.706 -0.991 -0.398 -0.06
C -0.343 -0.359 -1.720 -0.05
C 1.144 1.432 -0.757 -0.05
H -1.468 -0.959 2.413 0.13
H -3.331 0.110 1.558 0.07
H -2.151 0.928 2.611 0.06
H -0.628 -1.435 1.612 0.15
H 0.317 0.377 1.649 0.12
H 2.338 -0.766 0.473 0.09
H 2.342 -0.963 -1.292 0.08
H 1.314 -2.010 -0.283 0.08
H -1.153 0.367 -1.862 0.08
H -0.796 -1.348 -1.576 0.09
H 0.255 -0.387 -2.640 0.09
H 0.344 2.178 -0.850 0.09
H 1.744 1.454 -1.678 0.09
H 1.798 1.727 0.075 0.08
```

Properties
- Molar mass: 102.177 u
- E_LUMO: 0.031 Eh

B | Computed, not measured: a 2-piece molecular cluster, C6H14O overall, with ωB97M-V/def2-TZVPD.

XYZ file:
```
21
Properties=species:S:1:pos:R:3:lowdin_charge:R:1
C 2.018 1.765 -0.008 -0.10
C 0.861 1.393 -0.960 -0.29
C 0.643 -0.091 -1.025 -0.20
C -0.097 -0.443 0.246 -0.41
C 0.362 -1.294 1.182 0.03
C -1.415 0.230 0.446 -0.10
H 2.666 2.428 -0.618 0.08
H 2.624 0.879 0.253 0.07
H 1.503 2.195 0.865 0.08
H -0.098 1.930 -0.537 0.11
H 0.835 1.943 -1.943 0.11
H 0.125 -0.566 -1.923 0.14
H 1.570 -0.694 -1.044 0.11
H -0.066 -1.705 2.068 0.05
H 1.403 -1.788 1.112 0.09
H -1.309 1.321 0.719 0.08
H -1.958 0.197 -0.538 0.10
H -2.049 -0.126 1.310 0.09
H -3.185 -2.181 0.171 0.03
H -1.871 -2.569 0.371 -0.06
O -2.562 -2.824 -0.145 0.00
```

Properties
- Molar mass: 102.177 u
- E_LUMO: 0.031 Eh
- SMILES string: C=C(C)CCC.O

Which of them is the most stable, and which is the least stable? B and A, in that order.